1.
DFT (ωB97M-V/def2-TZVPD) results for a molecular structure, C26H22AsClO2Pt.

The energy relative to the best compared isomer or geometry (same formula, charge and spin) is 3.68 kcal/mol. The orbital gap (alpha / beta) is 8.376 / 3.898 eV. Its max |F| is 5.2 eV Å⁻¹. As for the molar mass: 671.913 g mol⁻¹. For the LUMO energy (alpha / beta), the calculation gives -5.725 / -10.977 eV.

```
! wB97M-V def2-TZVPD RIJCOSX def2/J DEFGRID3
* xyz 2 5
Cl -1.82 2.67 -1.32
C -0.93 -1.99 -0.87
C 0.45 -2.28 -0.81
C 1.19 -1.18 -1.28
H 0.88 -3.25 -0.53
C 0.25 -0.18 -1.80
C -1.11 -0.68 -1.43
H -2.02 -0.21 -1.78
H -1.74 -2.67 -0.65
H 2.27 -1.10 -1.43
C 0.52 0.74 -2.94
Pt -0.03 0.62 0.19
C 1.65 1.40 0.52
O 2.70 1.83 0.74
C -1.66 1.84 0.25
O -2.46 2.08 1.11
H 1.46 1.28 -2.80
H -0.28 1.47 -3.04
H 0.59 0.16 -3.87
C -1.30 2.98 5.87
C -0.25 3.21 4.97
C 0.02 2.30 3.95
C -0.76 1.14 3.85
C -1.81 0.89 4.75
C -2.08 1.82 5.75
As -0.31 -0.16 2.47
C 1.26 -1.04 3.25
C 1.94 -2.01 2.51
C 3.20 -2.44 2.93
C 3.78 -1.89 4.09
C 3.07 -0.96 4.86
C 1.80 -0.54 4.45
C -1.78 -1.43 2.62
C -1.56 -2.71 3.13
C -2.65 -3.58 3.27
C -3.93 -3.17 2.90
C -4.14 -1.88 2.38
C -3.05 -1.01 2.23
H -1.53 3.71 6.65
H 0.36 4.11 5.06
H 0.83 2.47 3.24
H -2.40 -0.02 4.64
H -2.91 1.63 6.44
H 1.52 -2.40 1.58
H 3.75 -3.19 2.36
H 4.79 -2.18 4.39
H 3.51 -0.55 5.77
H 1.25 0.20 5.03
H -0.54 -3.01 3.42
H -2.49 -4.58 3.69
H -4.78 -3.85 3.01
H -5.14 -1.55 2.10
H -3.20 -0.01 1.82
*
```

2.
DFT (ωB97M-V/def2-TZVPD) results for a molecular structure, C26H22AuN7S.

The energy relative to the best compared isomer or geometry (same formula, charge and spin) is 0.00 kcal/mol. The orbital gap (alpha / beta) is 4.714 / 4.686 eV. Its max |F| is 2.9 eV Å⁻¹. As for the molar mass: 661.545 g mol⁻¹. For the LUMO energy (alpha / beta), the calculation gives -8.349 / -8.364 eV.

```
! wB97M-V def2-TZVPD RIJCOSX def2/J DEFGRID3
* xyz 2 1
Au 0.58 0.38 -1.28
C 0.49 -1.71 3.88
C 1.60 -1.24 3.17
C 1.58 -1.20 1.80
C 0.46 -1.67 1.09
C -0.64 -2.17 1.81
C -0.62 -2.17 3.19
N 0.45 -1.57 -0.28
C -0.08 -2.51 -1.08
C -0.23 -3.86 -0.70
C -0.60 -4.80 -1.64
C -0.84 -4.44 -2.97
C -0.71 -3.13 -3.37
C -0.36 -2.15 -2.43
N -0.33 -0.82 -2.70
N -0.43 -0.37 -3.88
C -0.16 0.92 -4.08
C -0.54 1.58 -5.27
C -0.10 2.87 -5.49
C 0.71 3.48 -4.53
C 1.01 2.80 -3.37
N 0.59 1.57 -3.14
H 0.51 -1.73 4.96
H 2.47 -0.91 3.71
H 2.43 -0.86 1.23
H -1.52 -2.50 1.27
H -1.48 -2.53 3.74
H 0.04 -4.17 0.29
H -0.68 -5.84 -1.35
H -1.11 -5.20 -3.70
H -0.88 -2.82 -4.39
H -1.18 1.06 -5.96
H -0.37 3.38 -6.39
H 1.11 4.47 -4.70
H 1.64 3.23 -2.60
C 3.53 2.77 2.38
N 2.15 2.42 2.61
C 1.48 2.53 3.79
C 0.22 2.09 3.59
N 0.11 1.70 2.27
C 1.31 1.94 1.67
S 1.86 1.88 0.06
C -1.08 1.15 1.73
C -2.11 0.78 2.60
C -3.32 0.38 2.07
C -3.46 0.32 0.69
C -2.36 0.61 -0.08
N -1.19 1.00 0.42
H 4.00 3.02 3.33
H 3.61 3.61 1.70
H 4.06 1.92 1.93
H 1.93 2.93 4.68
H -0.60 2.08 4.27
H -1.99 0.80 3.67
H -4.14 0.11 2.72
H -4.40 0.06 0.23
H -2.39 0.52 -1.15
*
```

3.
DFT (ωB97M-V/def2-TZVPD) results for a molecular structure, C26H22ClP2PdS2.

The energy relative to the best compared isomer or geometry (same formula, charge and spin) is 0.00 kcal/mol. The orbital gap (alpha / beta) is 6.773 / 6.777 eV. Its max |F| is 0.4 eV Å⁻¹. As for the molar mass: 602.417 g mol⁻¹. For the LUMO energy (alpha / beta), the calculation gives -4.553 / -4.552 eV.

```
! wB97M-V def2-TZVPD RIJCOSX def2/J DEFGRID3
* xyz 1 1
Pd 0.05 0.10 -3.35
S 2.43 -0.17 -2.93
P 1.67 -0.07 -1.04
C 0.06 0.43 -1.47
P -1.59 0.34 -1.01
S -2.31 -0.04 -2.88
C -1.94 -0.91 0.22
C -2.22 -2.22 -0.18
C -2.34 -3.21 0.77
C -2.19 -2.91 2.12
C -1.91 -1.61 2.52
C -1.79 -0.61 1.57
C -2.15 1.92 -0.38
C -3.34 1.98 0.34
C -3.82 3.21 0.76
C -3.13 4.37 0.45
C -1.95 4.31 -0.28
C -1.46 3.09 -0.70
C 2.46 1.14 0.01
C 1.69 1.95 0.84
C 2.32 2.86 1.68
C 3.70 2.95 1.69
C 4.47 2.14 0.86
C 3.85 1.23 0.01
C 1.70 -1.64 -0.18
C 1.60 -1.67 1.21
C 1.49 -2.89 1.86
C 1.50 -4.07 1.14
C 1.62 -4.04 -0.25
C 1.72 -2.83 -0.91
H -2.34 -2.44 -1.24
H -2.56 -4.23 0.46
H -2.30 -3.69 2.86
H -1.80 -1.38 3.57
H -1.57 0.41 1.89
H -3.89 1.08 0.58
H -4.75 3.26 1.32
H -3.51 5.33 0.78
H -1.41 5.22 -0.52
H -0.55 3.04 -1.28
H 0.61 1.88 0.82
H 1.73 3.49 2.33
H 4.19 3.66 2.35
H 5.55 2.22 0.86
H 4.44 0.61 -0.64
H 1.61 -0.75 1.78
H 1.41 -2.92 2.94
H 1.43 -5.02 1.65
H 1.64 -4.97 -0.81
H 1.82 -2.80 -1.99
Cl 0.12 0.03 -5.84
C 0.00 -1.34 -4.77
H 0.89 -1.96 -4.77
H -0.95 -1.86 -4.84
*
```

4.
DFT (ωB97M-V/def2-TZVPD) results for a molecular structure, C26H22CuN4O4.

The energy relative to the best compared isomer or geometry (same formula, charge and spin) is 74.05 kcal/mol. The orbital gap is 5.620 eV. Its max |F| is 0.5 eV Å⁻¹. As for the molar mass: 518.032 g mol⁻¹. For the LUMO energy, the calculation gives 2.215 eV.

```
! wB97M-V def2-TZVPD RIJCOSX def2/J DEFGRID3
* xyz -1 1
Cu 1.56 -0.37 0.81
O 1.31 0.89 2.44
C 0.16 1.47 2.13
C -0.87 1.48 3.23
C -2.00 2.18 3.14
C -2.31 3.03 1.94
C -1.45 2.97 -0.10
C -0.20 2.07 0.03
C 0.77 1.84 -1.09
N 1.59 0.88 -0.93
N 2.61 0.66 -1.81
C 3.36 -0.34 -1.35
O 3.22 -1.01 -0.29
C 4.55 -0.67 -2.21
C 4.71 -0.14 -3.49
C 5.82 -0.48 -4.25
C 6.78 -1.35 -3.75
C 6.62 -1.88 -2.48
C 5.51 -1.55 -1.72
H -0.64 0.89 4.11
H -2.72 2.18 3.95
H -3.07 3.76 2.19
H -1.60 3.49 -1.04
H 0.85 2.54 -1.93
H 3.96 0.54 -3.86
H 5.93 -0.06 -5.25
H 7.65 -1.61 -4.35
H 7.37 -2.56 -2.08
H 5.37 -1.96 -0.72
O -4.29 -4.25 -0.41
C -3.48 -4.52 0.74
C -2.32 -3.57 0.74
C -1.01 -4.02 0.75
C 0.01 -3.09 0.81
N -0.19 -1.78 0.82
C -1.46 -1.33 0.77
C -2.54 -2.20 0.76
C -1.62 0.16 0.72
C -2.76 0.83 0.54
C -2.72 2.33 0.56
C -4.00 2.91 0.02
O -5.12 2.70 0.89
C -1.07 3.66 1.24
C 0.23 2.83 1.33
N -0.43 0.86 0.82
H -5.01 -4.89 -0.43
H -3.11 -5.55 0.73
H -4.07 -4.38 1.65
H -0.79 -5.08 0.73
H 1.05 -3.41 0.84
H -3.55 -1.81 0.75
H -3.70 0.32 0.34
H -4.21 2.49 -0.96
H -3.90 4.00 -0.09
H -4.99 1.85 1.33
H -0.97 4.74 1.33
H 1.18 3.35 1.40
*
```

5.
DFT (ωB97M-V/def2-TZVPD) results for a molecular structure, C26H22MnN3O3PS.

The energy relative to the best compared isomer or geometry (same formula, charge and spin) is 52.99 kcal/mol. The orbital gap (alpha / beta) is 7.488 / 6.502 eV. Its max |F| is 0.5 eV Å⁻¹. As for the molar mass: 542.459 g mol⁻¹. For the LUMO energy (alpha / beta), the calculation gives -3.282 / -4.829 eV.

```
! wB97M-V def2-TZVPD RIJCOSX def2/J DEFGRID3
* xyz 1 5
Mn 0.32 -0.86 1.17
N -3.13 -2.03 0.63
C -3.51 -0.77 0.89
C -4.72 -0.26 1.40
C -4.79 1.10 1.56
C -3.71 1.96 1.23
C -2.53 1.48 0.73
C -2.42 0.08 0.55
N -1.38 -0.63 0.08
C -1.76 -2.05 0.12
C 0.17 -3.72 0.94
C 0.32 -4.84 1.69
S 1.66 -5.73 1.13
C 1.92 -4.56 -0.08
N 1.09 -3.56 -0.08
H -3.71 -2.85 0.72
H -5.54 -0.91 1.66
H -5.69 1.54 1.96
H -3.83 3.03 1.37
H -1.71 2.14 0.46
H -0.26 -5.14 2.55
H 2.74 -4.65 -0.78
O 4.12 -1.68 1.68
C 3.16 -1.00 1.43
O 1.95 -1.23 1.94
C 3.26 0.22 0.51
P 1.59 0.79 0.06
C 1.41 2.50 0.59
C 2.06 3.52 -0.10
C 1.99 4.82 0.37
C 1.28 5.11 1.53
C 0.64 4.09 2.22
C 0.71 2.79 1.75
C 1.38 0.68 -1.72
C 0.55 1.55 -2.42
C 0.33 1.36 -3.78
C 0.92 0.29 -4.44
C 1.74 -0.59 -3.74
C 1.96 -0.40 -2.39
H 3.86 -0.02 -0.37
H 3.78 1.02 1.05
H 2.62 3.31 -1.00
H 2.49 5.62 -0.16
H 1.23 6.12 1.90
H 0.09 4.31 3.13
H 0.21 2.00 2.31
H 0.08 2.38 -1.91
H -0.31 2.04 -4.31
H 0.75 0.15 -5.50
H 2.20 -1.42 -4.26
H 2.59 -1.12 -1.86
C -1.67 -2.72 -1.24
C -0.75 -2.59 1.18
O -0.80 -2.01 2.32
H -1.91 -3.78 -1.15
H -0.66 -2.63 -1.62
H -2.37 -2.24 -1.92
*
```

6.
DFT (ωB97M-V/def2-TZVPD) results for a molecular structure, C26H23AlN7O2Se.

The orbital gap is 6.678 eV. Its max |F| is 1.9 eV Å⁻¹. As for the molar mass: 571.459 g mol⁻¹. For the LUMO energy, the calculation gives -4.664 eV.

```
! wB97M-V def2-TZVPD RIJCOSX def2/J DEFGRID3
* xyz 1 1
Al 0.32 0.04 -0.07
O -2.34 -2.63 0.54
C -1.25 -2.18 0.33
N -0.59 -1.20 1.03
C -0.84 -0.97 2.35
O -1.54 -1.60 3.10
C -0.02 0.21 2.80
C 0.03 0.57 4.14
C 0.77 1.68 4.49
C 1.41 2.40 3.48
C 1.31 1.97 2.17
N 0.61 0.88 1.84
C -0.37 -2.66 -0.78
C -0.70 -3.80 -1.50
C 0.22 -4.28 -2.42
C 1.44 -3.63 -2.53
C 1.67 -2.50 -1.77
N 0.78 -1.99 -0.93
H -0.51 -0.03 4.86
H 0.84 2.00 5.52
H 1.97 3.30 3.71
H 1.77 2.50 1.36
H -1.64 -4.28 -1.30
H -0.01 -5.15 -3.02
H 2.21 -4.00 -3.19
H 2.63 -2.00 -1.82
C -1.68 2.63 1.20
N -1.69 1.56 0.20
C -2.82 0.66 0.49
C -1.92 2.17 -1.12
C -0.98 1.69 -2.19
C -1.09 2.30 -3.44
C -0.29 1.89 -4.49
C 0.62 0.87 -4.28
C 0.74 0.31 -3.03
C -0.05 0.68 -1.94
H -2.61 3.21 1.15
H -0.84 3.30 1.02
H -1.61 2.22 2.21
H -3.77 1.20 0.45
H -2.73 0.23 1.48
H -2.84 -0.14 -0.24
H -1.81 3.26 -1.04
H -2.94 1.98 -1.45
H -1.80 3.10 -3.58
H -0.39 2.36 -5.46
H 1.24 0.53 -5.09
H 1.49 -0.46 -2.90
Se 3.00 3.16 -2.30
N 4.46 2.23 -2.07
C 4.21 1.22 -1.24
C 5.11 0.27 -0.73
C 4.61 -0.67 0.14
C 3.24 -0.71 0.43
N 2.37 0.16 -0.04
C 2.84 1.16 -0.80
N 2.07 2.15 -1.22
H 6.15 0.31 -1.00
H 5.26 -1.40 0.59
H 2.82 -1.50 1.04
*
```

7.
DFT (ωB97M-V/def2-TZVPD) results for a molecular structure, C26H23AsBiBrN8O10S3.

The energy relative to the best compared isomer or geometry (same formula, charge and spin) is 27.24 kcal/mol. The orbital gap is 7.407 eV. Its max |F| is 0.4 eV Å⁻¹. As for the molar mass: 1067.523 g mol⁻¹. For the LUMO energy, the calculation gives 3.965 eV.

```
! wB97M-V def2-TZVPD RIJCOSX def2/J DEFGRID3
* xyz -2 1
Bi -1.14 0.36 -0.74
N 1.61 3.10 4.47
C 1.49 3.50 3.12
C 2.53 3.27 2.23
C 2.38 3.56 0.89
C 1.18 4.08 0.42
C 0.17 4.39 1.32
C 0.33 4.13 2.67
S 0.87 4.16 -1.32
O 2.04 4.71 -1.96
O -0.38 4.86 -1.49
N 0.57 2.62 -1.70
C 1.53 1.69 -1.86
N 2.85 1.94 -1.95
C 3.64 0.91 -2.23
C 3.19 -0.38 -2.44
C 1.83 -0.59 -2.24
N 1.03 0.43 -1.95
H 2.17 2.26 4.54
H 0.70 2.92 4.88
H 3.44 2.79 2.58
H 3.16 3.33 0.18
H -0.76 4.79 0.94
H -0.48 4.32 3.36
H 4.70 1.14 -2.29
H 3.86 -1.19 -2.68
H 1.36 -1.56 -2.28
N -1.45 -1.27 7.26
C -0.88 -1.01 6.00
C -1.56 -0.22 5.08
C -0.99 0.06 3.84
C 0.26 -0.45 3.53
C 0.95 -1.22 4.45
C 0.38 -1.50 5.68
S 0.99 -0.07 1.95
O 2.41 -0.07 2.16
O 0.37 1.18 1.53
N 0.48 -1.12 0.87
C 0.76 -2.44 0.89
N 1.41 -3.00 1.92
C 1.63 -4.31 1.84
C 1.24 -5.09 0.77
C 0.57 -4.41 -0.24
N 0.34 -3.12 -0.20
H -2.46 -1.24 7.25
H -1.13 -2.14 7.66
H -2.54 0.17 5.31
H -1.52 0.65 3.12
H 1.93 -1.60 4.18
H 0.92 -2.11 6.40
H 2.15 -4.76 2.69
H 1.43 -6.15 0.73
H 0.20 -4.92 -1.13
O -1.18 1.80 -3.93
As -2.85 1.30 -3.62
O -3.97 2.32 -4.21
O -2.87 1.03 -1.94
C -2.79 -0.28 -4.74
C -2.56 0.03 -6.08
C -2.53 -0.95 -7.06
C -2.76 -2.27 -6.70
C -3.01 -2.60 -5.38
C -3.02 -1.61 -4.40
S -1.97 -2.57 -2.20
O -1.30 -3.54 -3.06
O -3.30 -1.99 -3.11
O -1.12 -1.30 -2.22
H -0.81 2.38 -3.23
H -2.40 1.07 -6.36
H -2.34 -0.68 -8.09
H -2.75 -3.05 -7.46
H -3.17 -3.62 -5.07
Br -3.03 -0.86 0.84
*
```

8.
DFT (ωB97M-V/def2-TZVPD) results for a molecular structure, C26H23BaNS2Te2.

The energy relative to the best compared isomer or geometry (same formula, charge and spin) is 14.15 kcal/mol. The orbital gap is 3.481 eV. Its max |F| is 0.6 eV Å⁻¹. As for the molar mass: 806.139 g mol⁻¹. For the LUMO energy, the calculation gives 3.639 eV.

```
! wB97M-V def2-TZVPD RIJCOSX def2/J DEFGRID3
* xyz -2 1
Ba 0.63 -0.01 -0.52
S 2.22 -2.28 0.92
C 3.38 -1.70 -0.24
C 4.34 -2.55 -0.82
C 5.29 -2.05 -1.69
C 5.28 -0.70 -2.00
C 4.29 0.08 -1.42
N 3.41 -0.38 -0.54
H 4.32 -3.60 -0.56
H 6.03 -2.71 -2.12
H 6.00 -0.26 -2.68
H 4.24 1.14 -1.63
C -1.52 -4.00 -2.77
Te -0.17 -3.31 -1.26
C 1.03 -5.06 -1.27
H -2.22 -4.73 -2.37
H -0.96 -4.41 -3.60
H -2.07 -3.12 -3.12
H 1.54 -5.15 -2.23
H 0.41 -5.94 -1.09
H 1.75 -4.92 -0.46
C -0.11 1.27 1.62
C -0.97 1.94 2.21
C -1.95 2.72 2.89
C -1.49 3.87 3.62
C -2.30 4.96 4.03
C -1.77 6.06 4.70
C -0.42 6.16 4.99
C 0.41 5.13 4.55
C -0.10 4.03 3.88
C -3.33 2.33 2.73
C -3.72 1.52 1.63
C -5.03 1.13 1.43
C -6.04 1.49 2.32
C -5.68 2.23 3.44
C -4.37 2.63 3.64
H -3.35 4.98 3.78
H -2.45 6.87 4.98
H -0.02 7.02 5.52
H 1.48 5.18 4.74
H 0.57 3.25 3.54
H -2.95 1.22 0.93
H -5.27 0.52 0.56
H -7.07 1.18 2.16
H -6.43 2.48 4.18
H -4.13 3.14 4.57
Te 1.04 -0.42 -3.98
C 1.57 -2.22 -4.93
C 2.83 -2.70 -5.17
C 2.87 -3.76 -6.13
C 1.64 -4.06 -6.62
S 0.44 -3.06 -5.92
H 3.69 -2.32 -4.65
H 3.77 -4.27 -6.42
H 1.38 -4.84 -7.33
*
```

Calculated energy in order - -3968.94660; -1920.57250; -3070.90740; -3164.39343; -3284.31089; -4182.14655; -8414.24066; -2417.19285 Ha